{
  "formula": "C33H78B2Br2N4O14P2S",
  "method": "the ωB97M-V functional and the def2-TZVPD basis",
  "mol_weight_g_mol": 1030.45,
  "homo_lumo_gap_ev": 8.55,
  "e_homo_ev": -8.4691,
  "lumo_energy_ev": 0.08,
  "symbols": ["C", "C", "C", "Br", "C", "S", "C", "O", "O", "C", "B", "C", "O", "B", "C", "O", "C", "P", "O", "P", "O", "Br", "H", "H", "H", "H", "H", "H", "H", "H", "H", "H", "H", "H", "H", "H", "H", "H", "H", "H", "C", "O", "C", "C", "N", "C", "C", "O", "C", "H", "H", "H", "H", "H", "H", "H", "H", "H", "H", "H", "H", "H", "H", "H", "C", "O", "C", "C", "N", "C", "C", "O", "C", "H", "H", "H", "H", "H", "H", "H", "H", "H", "H", "H", "H", "H", "H", "H", "C", "O", "C", "C", "N", "C", "C", "O", "C", "H", "H", "H", "H", "H", "H", "H", "H", "H", "H", "H", "H", "H", "H", "H", "C", "O", "C", "C", "N", "C", "C", "O", "C", "H", "H", "H", "H", "H", "H", "H", "H", "H", "H", "H", "H", "H", "H", "H"],
  "coordinates": [[-6.139438, -0.133774, 1.399162], [-5.611358, 1.267855, 0.990051], [-4.079124, 1.196097, 0.774886], [-3.242952, 2.253364, 2.220330], [-3.594581, 1.658913, -0.628321], [-4.298751, 3.360808, -0.817508], [-4.263711, 0.781349, -1.689997], [-5.359519, 0.410332, -1.752775], [-3.384582, 0.456029, -2.658249], [-2.103394, 1.144578, -2.452684], [-2.092175, 2.241385, -3.623743], [-2.000893, 3.809927, -3.532002], [-2.115995, 1.679466, -4.895966], [-1.028897, 0.091671, -3.066275], [-1.436998, -1.309431, -3.634954], [0.310490, 0.465257, -3.134187], [-2.045318, 1.505579, -0.956687], [-0.933682, 2.932869, -0.514198], [-0.366270, 2.788198, 0.838340], [-1.339056, 0.198880, 0.231959], [0.217528, 0.057371, -0.195522], [-2.414303, -1.742256, -0.309747], [-7.141313, -0.222685, 0.999683], [-6.196666, -0.256387, 2.470816], [-5.582990, -0.926439, 0.920864], [-5.812805, 1.912209, 1.827152], [-6.156061, 1.540442, 0.104454], [-3.795169, 0.185993, 1.004513], [-3.561331, 4.100234, 0.023520], [-1.889614, 4.205263, -4.535689], [-2.867801, 4.295359, -3.106261], [-1.087301, 4.098619, -3.020954], [-3.014992, 1.731978, -5.252616], [-2.209802, -1.798291, -3.058336], [-1.827583, -1.227850, -4.644226], [-0.587034, -1.979018, -3.643736], [0.457907, 0.815096, -4.026437], [-1.550106, 4.162859, -0.781987], [0.119119, 2.824739, -1.451340], [0.708300, -0.147562, 0.611437], [-0.798235, -5.987992, 5.666475], [-0.521444, -5.590896, 4.338637], [-0.850243, -6.549963, 3.341479], [-2.144534, -6.230260, 2.614478], [-3.323167, -6.433579, 3.449367], [-4.555199, -5.792261, 2.980929], [-4.560168, -4.314688, 2.591367], [-4.472687, -3.390965, 3.659572], [-3.203436, -3.289013, 4.274325], [-0.236629, -5.331625, 6.330095], [-1.858105, -5.874605, 5.917409], [-0.494098, -7.021809, 5.851440], [-0.857464, -7.563797, 3.754251], [-0.043664, -6.502320, 2.605224], [-2.219702, -6.881057, 1.736911], [-2.061919, -5.197703, 2.256972], [-3.129662, -6.121232, 4.389076], [-5.288555, -5.919559, 3.780979], [-4.922202, -6.368260, 2.124181], [-5.532643, -4.116256, 2.133343], [-3.816487, -4.077187, 1.820854], [-2.391353, -3.306301, 3.543433], [-3.070815, -4.078900, 5.016763], [-3.167633, -2.337123, 4.803985], [-9.539743, -6.331296, -2.586907], [-8.646777, -5.673457, -3.462804], [-9.231370, -4.658553, -4.269388], [-8.943282, -3.257131, -3.760548], [-9.666637, -2.945911, -2.533514], [-9.165227, -1.798349, -1.770105], [-7.680764, -1.680751, -1.427884], [-7.204664, -2.568178, -0.429504], [-7.072087, -3.917531, -0.827359], [-9.064589, -7.258097, -2.267579], [-9.741631, -5.742066, -1.686176], [-10.486391, -6.570779, -3.078814], [-10.304523, -4.828157, -4.403082], [-8.760740, -4.751114, -5.251700], [-9.238099, -2.539488, -4.533527], [-7.857664, -3.181505, -3.633038], [-9.678134, -3.756937, -1.933324], [-9.717600, -1.796720, -0.826822], [-9.459214, -0.890281, -2.307607], [-7.535881, -0.686235, -1.005341], [-7.034533, -1.720028, -2.311677], [-6.658545, -4.009689, -1.834523], [-8.030461, -4.436516, -0.755794], [-6.388351, -4.403528, -0.130216], [7.047590, 5.640171, 0.610959], [6.605099, 4.314564, 0.397122], [6.368152, 3.566003, 1.584363], [4.893833, 3.453340, 1.929374], [4.328390, 4.711944, 2.399125], [2.863080, 4.800603, 2.378392], [2.077386, 4.426818, 1.123110], [2.162887, 5.350731, 0.044218], [3.396162, 5.366405, -0.645993], [7.484213, 5.996092, -0.322216], [6.221649, 6.314271, 0.860183], [7.804195, 5.692277, 1.398982], [6.952904, 3.957850, 2.422330], [6.732373, 2.556057, 1.376635], [4.778364, 2.701021, 2.716765], [4.385014, 3.078612, 1.033839], [4.709081, 5.475153, 1.860120], [2.619840, 5.839237, 2.616640], [2.483649, 4.191058, 3.205065], [1.029150, 4.422268, 1.402199], [2.289090, 3.410629, 0.772383], [3.793732, 4.359913, -0.798248], [4.122364, 5.991195, -0.121907], [3.225708, 5.819701, -1.623107], [13.238047, 2.993092, 1.671805], [13.234476, 1.895466, 0.781660], [12.255139, 0.901138, 1.054662], [11.051882, 0.984865, 0.132023], [10.210371, 2.142820, 0.409956], [9.268713, 2.522608, -0.649658], [9.749085, 2.683851, -2.091050], [10.532657, 3.832512, -2.358631], [11.854022, 3.797954, -1.857315], [14.191940, 3.506543, 1.557396], [12.449320, 3.715833, 1.437082], [13.132353, 2.671441, 2.711427], [11.959114, 0.915770, 2.108425], [12.744004, -0.058116, 0.865663], [10.452964, 0.076876, 0.259344], [11.436965, 0.988343, -0.893654], [10.793234, 2.937230, 0.627508], [8.833685, 3.474423, -0.342253], [8.452605, 1.791976, -0.644434], [8.852722, 2.811048, -2.702268], [10.246910, 1.784979, -2.476551], [12.318210, 2.818120, -1.990792], [11.874780, 4.093414, -0.806172], [12.438069, 4.532525, -2.411588]],
  "forces_ev_per_a": [[-0.282, 0.735, -0.572], [0.233, -1.592, 0.531], [-0.569, 0.655, 0.319], [0.040, -0.112, -0.209], [0.489, 0.572, 1.692], [-0.320, 0.054, -1.077], [2.988, 0.821, -0.807], [-3.387, -0.926, 0.240], [0.087, 0.685, 0.490], [0.745, -0.821, -0.811], [-0.049, 0.673, 0.106], [0.248, -0.360, -0.592], [-0.550, -0.282, 0.288], [0.258, -0.463, 0.234], [-0.160, 0.039, 0.349], [-0.436, 0.850, -0.412], [-0.595, -0.058, -0.395], [0.927, -0.578, -0.196], [-0.268, -0.036, 0.617], [-0.405, 0.310, 2.057], [-0.226, -0.195, -0.892], [0.238, 0.036, -0.430], [-0.351, -0.139, 0.181], [0.250, -0.212, 0.265], [0.218, -0.326, 0.074], [-0.219, 0.653, -0.141], [0.095, 0.524, -0.204], [0.431, -0.297, -0.071], [0.139, -0.474, 0.178], [0.007, 0.039, -0.311], [-0.069, 0.029, 0.474], [0.026, 0.239, 0.367], [0.345, -0.041, -0.375], [-0.290, 0.034, 0.066], [-0.017, 0.151, -0.322], [0.353, -0.070, -0.140], [0.473, -0.226, 0.144], [-0.142, -0.167, -0.162], [-0.470, 0.086, -0.357], [0.068, 0.063, -0.096], [0.016, 0.179, -0.031], [-0.089, -0.189, 0.137], [0.120, 0.091, -0.319], [-0.138, -0.016, 0.199], [0.087, 0.258, 0.020], [0.069, -0.233, 0.174], [-0.163, 0.100, -0.146], [0.021, -0.029, 0.013], [-0.207, 0.106, 0.063], [0.042, -0.002, -0.043], [-0.022, -0.109, 0.043], [-0.016, -0.020, -0.011], [-0.108, 0.025, 0.097], [0.006, -0.043, 0.008], [0.020, 0.026, -0.032], [0.078, -0.005, -0.091], [0.026, 0.044, -0.003], [-0.070, -0.017, -0.066], [-0.009, 0.091, -0.074], [-0.006, 0.003, 0.030], [0.148, -0.037, 0.071], [0.037, -0.105, 0.006], [0.214, -0.057, -0.038], [-0.068, 0.031, -0.058], [0.179, -0.010, 0.041], [-0.241, -0.009, 0.074], [0.223, 0.123, -0.251], [-0.112, -0.040, 0.210], [0.233, -0.102, 0.071], [-0.249, -0.163, -0.003], [0.000, 0.103, 0.002], [-0.033, -0.065, -0.038], [0.010, 0.119, 0.213], [0.022, -0.001, -0.057], [-0.121, -0.003, -0.002], [-0.018, 0.021, -0.004], [-0.034, 0.011, 0.143], [-0.041, -0.009, -0.015], [0.040, 0.004, -0.023], [0.042, 0.009, -0.111], [0.044, -0.019, -0.003], [-0.012, 0.099, -0.006], [0.111, 0.044, -0.003], [-0.006, -0.013, -0.065], [-0.031, -0.122, -0.029], [-0.093, -0.028, -0.059], [0.012, -0.130, -0.187], [0.034, 0.075, 0.011], [-0.067, -0.018, -0.213], [0.020, 0.219, 0.231], [-0.071, -0.401, -0.076], [-0.020, 0.249, 0.021], [-0.040, -0.012, -0.249], [0.281, 0.137, 0.096], [0.043, 0.166, 0.133], [0.006, -0.069, -0.045], [-0.207, 0.164, -0.016], [0.030, -0.059, -0.002], [0.047, 0.049, 0.107], [-0.010, -0.006, 0.024], [-0.057, 0.127, -0.005], [0.056, 0.014, 0.038], [-0.005, -0.039, -0.026], [0.029, -0.117, -0.006], [0.000, -0.017, -0.045], [-0.079, -0.035, 0.061], [-0.080, -0.063, -0.071], [-0.011, -0.002, 0.050], [0.134, 0.021, -0.035], [0.087, -0.003, 0.086], [0.188, -0.128, -0.031], [-0.077, -0.016, 0.011], [0.081, 0.025, -0.161], [-0.120, 0.097, 0.202], [0.047, -0.297, -0.200], [-0.069, 0.220, 0.093], [0.181, 0.059, -0.206], [0.095, 0.041, 0.326], [-0.139, -0.053, -0.144], [0.013, -0.009, 0.028], [-0.125, 0.198, -0.090], [0.022, -0.056, -0.008], [-0.051, 0.010, 0.109], [-0.025, -0.007, 0.008], [-0.055, 0.137, -0.003], [-0.007, -0.008, 0.044], [0.019, -0.027, -0.033], [0.039, -0.114, -0.019], [0.034, 0.002, -0.028], [-0.136, -0.046, -0.051], [-0.004, -0.012, -0.120], [-0.011, 0.020, 0.024], [0.127, 0.006, 0.112], [-0.008, -0.044, 0.109], [0.152, -0.152, 0.079], [-0.064, -0.005, -0.065]]
}